Here is C13H20ClN4O5ReSSe4 as an isolated structure from the OMol25 dataset. Energies are from ωB97M-V/def2-TZVPD.

Summary:
- Multiplicity: 4
- Molar mass: 881.9 g/mol
- ⟨S²⟩: 3.78
- Kohn-Sham gap (spin up / spin down): 6.93 / 5.56 eV
- Total charge: +1

Each line ends with the natural charge from an NBO analysis.
Atoms and positions in Å:
1 Re 1.0292 0.6011 0.1250  1.270
2 Se 1.4922 0.7327 2.5213  -0.239
3 Se 3.8030 1.0766 2.7736  0.045
4 Se 4.7471 0.0012 0.9426  0.064
5 Se 3.3061 0.6606 -0.7690  -0.130
6 N -0.1651 -1.2542 -2.6066  -0.811
7 C 0.2990 -0.0328 -2.8764  0.819
8 N 0.4255 0.3691 -4.1463  -0.784
9 O 0.5967 0.7991 -1.9661  -0.724
10 H -0.2255 -1.9336 -3.3471  0.405
11 H 0.0221 -1.6008 -1.6641  0.443
12 H 0.2183 -0.2299 -4.9249  0.410
13 H 0.7908 1.2887 -4.3202  0.426
14 Cl -0.6662 -7.8463 -0.9921  0.028
15 C -0.0832 -6.2653 -0.5901  -0.004
16 C 1.2260 -6.1087 -0.1621  -0.230
17 C 1.6831 -4.8445 0.1707  -0.146
18 C 0.8458 -3.7412 0.0646  -0.195
19 C -0.4644 -3.9174 -0.3714  -0.142
20 C -0.9380 -5.1798 -0.6972  -0.264
21 C 1.4007 -2.3962 0.4398  0.786
22 O 2.4129 -2.2680 1.0688  -0.567
23 O 0.6305 -1.3788 0.0126  -0.820
24 H 1.8744 -6.9710 -0.0903  0.240
25 H 2.6975 -4.6965 0.5161  0.248
26 H -1.1306 -3.0652 -0.4357  0.205
27 H -1.9575 -5.3293 -1.0259  0.232
28 N -3.2061 0.0155 0.7073  -0.793
29 C -1.9076 0.0128 1.0391  0.817
30 N -1.5226 -0.6143 2.1484  -0.790
31 O -1.1007 0.6266 0.2771  -0.735
32 H -3.9019 -0.4705 1.2438  0.413
33 H -3.4723 0.4487 -0.1592  0.424
34 H -2.1685 -1.1455 2.7064  0.415
35 H -0.5334 -0.6976 2.3577  0.439
36 O 0.9750 2.7022 0.0789  -0.930
37 S -0.2637 3.5296 -0.3691  1.221
38 C -1.3205 3.6133 1.1148  -0.587
39 C -1.3158 5.0664 1.5898  -0.412
40 C 0.0976 5.5691 1.3091  -0.416
41 C 0.3378 5.2131 -0.1525  -0.577
42 H -0.8118 2.9522 1.8183  0.259
43 H -2.3020 3.2124 0.8711  0.241
44 H -1.5945 5.1378 2.6399  0.245
45 H -2.0382 5.6482 1.0126  0.212
46 H 0.8211 5.0391 1.9324  0.230
47 H 0.2141 6.6369 1.4869  0.244
48 H 1.3808 5.1927 -0.4672  0.273
49 H -0.2372 5.8417 -0.8347  0.241